Record 1
A 2-piece molecular cluster, CH4O2P2 overall at a distorted geometry, computed with wB97M-V/def2-TZVPD.

Element x y z (Å)
C 0.23 1.00 1.68
O 1.04 0.53 -2.82
O -0.17 -1.28 -1.38
P 0.42 -0.77 -2.91
P -0.39 -1.61 0.23
H -0.79 1.54 1.90
H 0.68 0.53 2.56
H 0.74 1.28 0.73
H -1.76 -1.21 0.02

As for the spin multiplicity: 1. The HOMO energy (alpha / beta) comes out at -8.74 / -8.08 eV. Its HOMO-LUMO gap (alpha / beta) is 8.216 / 7.618 eV. Its energy above the lowest of the compared OMol25 structures with the same formula, charge and spin is 75.5 kcal/mol.

Record 2
An isolated ion of composition H2NO3S2 and charge -1 at a distorted geometry, computed with wB97M-V/def2-TZVPD.

Element x y z (Å)
N 1.71 0.42 -0.03
O -1.09 -0.82 1.37
O -2.49 0.34 -0.33
O -0.46 -1.04 -0.93
S 0.53 1.69 0.08
S -1.17 -0.20 0.07
H 1.65 -0.31 0.62
H 1.34 -0.08 -0.86

As for the spin multiplicity: 3. The HOMO energy (alpha / beta) comes out at -1.86 / -4.76 eV. Its HOMO-LUMO gap (alpha / beta) is 5.416 / 6.065 eV. The net charge is -1. Its energy above the lowest of the compared OMol25 structures with the same formula, charge and spin is 38.4 kcal/mol.

Record 3
C4H19CrNO9S as an isolated structure at a distorted geometry, computed with wB97M-V/def2-TZVPD.

Element x y z (Å)
Cr 13.91 12.80 -24.64
S 15.40 10.24 -26.32
O 14.45 9.68 -27.31
O 15.96 9.24 -25.36
O 16.42 10.92 -27.05
O 14.73 11.19 -25.48
C 10.95 14.34 -26.15
C 12.08 13.76 -27.05
C 12.12 14.43 -28.47
O 13.08 13.92 -29.41
C 13.30 14.90 -30.41
N 13.40 13.91 -26.43
H 10.01 14.28 -26.70
H 11.03 15.38 -25.84
H 10.89 13.74 -25.24
H 12.08 12.69 -27.24
H 12.38 15.45 -28.19
H 11.18 14.34 -29.00
H 13.97 14.47 -31.15
H 13.86 15.75 -30.02
H 12.41 15.23 -30.95
H 14.06 13.64 -27.14
H 13.65 14.89 -26.54
O 14.53 12.34 -22.65
H 14.15 12.42 -21.77
H 15.25 11.71 -22.54
O 13.23 14.66 -23.79
H 13.46 15.59 -23.80
H 12.39 14.63 -23.33
O 15.91 13.60 -24.85
H 16.26 14.47 -24.65
H 16.61 13.16 -25.32
O 11.96 11.63 -24.31
H 11.91 10.77 -24.74
H 11.39 11.54 -23.54

As for the spin multiplicity: 6. The HOMO energy (alpha / beta) comes out at -1.25 / -3.84 eV. Its HOMO-LUMO gap (alpha / beta) is 3.432 / 6.184 eV. The net charge is -1.

Record 4
The molecule C7H6N2O at a distorted geometry, computed with wB97M-V/def2-TZVPD.

Element x y z (Å)
C 2.67 0.34 0.05
C 1.24 0.06 -0.04
C 0.56 -1.10 -0.09
C -0.89 -0.92 0.00
C -2.16 -1.44 0.05
N -3.09 -0.40 -0.03
C -2.39 0.68 -0.02
N -1.08 0.49 0.03
C 0.13 1.25 -0.02
O 0.34 2.44 -0.02
H 3.17 -0.51 0.24
H 2.98 1.23 0.82
H 2.97 0.64 -0.86
H 0.93 -2.03 -0.14
H -2.44 -2.43 0.11
H -2.93 1.68 -0.08

As for the spin multiplicity: 1. The HOMO energy comes out at -8.68 eV. Its HOMO-LUMO gap is 8.254 eV. As for the SMILES: CC1=Cc2cncn2C1=O. Its energy above the lowest of the compared OMol25 structures with the same formula, charge and spin is 22.9 kcal/mol.

Record 5
The molecule C4H6N2 at a distorted geometry, computed with wB97M-V/def2-TZVPD.

Element x y z (Å)
C -1.22 0.46 -0.35
C 0.08 0.82 -1.09
C 0.78 -0.38 -0.40
N 1.50 -0.63 0.87
N 0.24 -0.80 1.55
C -0.43 -0.61 0.32
H -2.10 0.23 -1.08
H -1.74 1.16 0.27
H 0.51 1.74 -0.86
H 0.04 0.67 -2.12
H 2.26 -1.23 0.60
H 0.10 -1.43 2.30

As for the spin multiplicity: 1. The HOMO energy comes out at -8.03 eV. Its HOMO-LUMO gap is 8.969 eV. As for the SMILES: C1Cc2[nH][nH]c21. Its energy above the lowest of the compared OMol25 structures with the same formula, charge and spin is 148.1 kcal/mol.

Record 6
A 2-piece molecular cluster, C4H5NOS overall at a distorted geometry, computed with wB97M-V/def2-TZVPD.

Element x y z (Å)
C 1.39 0.28 -1.19
C 0.95 -0.79 -0.15
C 0.90 -0.65 1.10
O 0.92 -0.54 2.26
H 1.69 1.07 -0.57
H 0.65 0.60 -1.83
H 2.21 -0.23 -1.81
H 0.51 -1.70 -0.59
N -2.07 0.81 0.03
C -2.40 0.24 1.03
S -3.03 -0.75 2.13
H -1.73 1.65 -0.40

As for the spin multiplicity: 1. The HOMO energy comes out at -8.98 eV. Its HOMO-LUMO gap is 9.561 eV. As for the SMILES: CC=C=O.N=C=S. Its energy above the lowest of the compared OMol25 structures with the same formula, charge and spin is 47.0 kcal/mol.

Record 7
C4H10Br2N as an isolated structure at a distorted geometry, computed with wB97M-V/def2-TZVPD.

Element x y z (Å)
C -1.64 0.66 -0.40
C -0.61 0.38 1.99
C 0.69 0.62 -0.05
C 2.01 -2.35 -1.72
N -0.48 0.91 0.58
Br 1.66 -2.24 -3.51
Br 0.79 -1.83 -0.46
H -1.62 1.59 -0.95
H -1.36 -0.18 -1.10
H -2.64 0.28 0.05
H -0.12 -0.62 1.88
H 0.07 1.05 2.63
H -1.74 0.26 2.22
H 1.65 0.93 0.54
H 0.81 0.87 -1.04
H 3.14 -2.37 -1.41
H -0.60 2.06 0.74

As for the spin multiplicity: 1. The HOMO energy (alpha / beta) comes out at -11.70 / -12.07 eV. Its HOMO-LUMO gap (alpha / beta) is 7.325 / 8.190 eV. The net charge is +1. Its energy above the lowest of the compared OMol25 structures with the same formula, charge and spin is 108.1 kcal/mol.

Record 8
A 10-piece molecular cluster, C10H40N20O10 overall at a distorted geometry, computed with wB97M-V/def2-TZVPD.

Element x y z (Å)
N 0.09 -2.52 1.88
C 0.74 -3.64 1.56
N 1.38 -4.31 2.57
O 0.91 -3.98 0.38
H -0.34 -2.00 1.12
H 0.07 -2.29 2.85
H 1.82 -5.19 2.38
H 1.92 -3.77 3.22
N 2.37 4.06 0.23
C 3.63 4.42 -0.09
N 4.37 4.84 0.97
O 4.17 4.40 -1.21
H 2.07 4.18 1.18
H 1.84 3.54 -0.45
H 4.00 4.90 1.90
H 5.14 5.40 0.63
N 4.90 -0.64 -0.71
C 4.00 -1.31 0.07
N 4.42 -2.56 0.43
O 3.06 -0.70 0.60
H 5.36 -1.08 -1.48
H 4.60 0.32 -0.84
H 5.37 -2.69 0.14
H 3.92 -3.00 1.18
N 4.22 2.69 -3.56
C 3.85 1.44 -3.92
N 3.01 0.85 -3.03
O 4.16 0.92 -4.99
H 4.91 3.13 -4.14
H 3.98 3.16 -2.69
H 2.73 1.39 -2.23
H 2.45 0.04 -3.23
N -0.53 -0.59 -0.39
C -0.16 0.45 0.37
N 1.09 0.88 0.18
O -0.88 0.95 1.27
H 0.05 -0.83 -1.19
H -1.45 -1.01 -0.43
H 1.51 1.44 0.90
H 1.57 0.65 -0.67
N 0.33 -2.59 -2.34
C 1.46 -2.21 -3.04
N 2.63 -2.43 -2.35
O 1.59 -2.03 -4.26
H -0.35 -3.04 -2.92
H 0.57 -3.09 -1.49
H 2.41 -2.77 -1.43
H 3.50 -2.33 -2.83
N -4.06 1.90 0.98
C -5.39 1.68 0.96
N -5.82 0.43 1.19
O -6.20 2.61 0.80
H -3.64 2.79 0.86
H -3.49 1.07 0.89
H -6.81 0.25 1.27
H -5.29 -0.41 1.06
N -2.75 -0.98 2.62
C -3.37 -1.72 1.69
N -4.46 -2.42 2.09
O -2.97 -1.74 0.51
H -3.13 -0.86 3.54
H -2.00 -0.35 2.35
H -5.08 -2.72 1.34
H -4.73 -2.36 3.05
N -0.34 2.77 3.49
C 0.45 3.75 2.95
N -0.10 4.29 1.83
O 1.47 4.20 3.48
H -0.73 2.11 2.83
H -0.33 2.61 4.48
H 0.41 5.03 1.38
H -1.04 4.03 1.64
N -6.31 -2.31 -2.86
C -5.60 -2.03 -1.75
N -4.24 -2.03 -1.89
O -6.12 -1.97 -0.63
H -5.89 -2.73 -3.67
H -7.27 -2.58 -2.74
H -3.72 -1.95 -1.02
H -3.90 -1.82 -2.81

As for the spin multiplicity: 1. The HOMO energy comes out at -9.18 eV. Its HOMO-LUMO gap is 9.242 eV. As for the SMILES: NC(N)=O.NC(N)=O.NC(N)=O.NC(N)=O.NC(N)=O.NC(N)=O.NC(N)=O.NC(N)=O.NC(N)=O.NC(N)=O. Its energy above the lowest of the compared OMol25 structures with the same formula, charge and spin is 37.0 kcal/mol.

Record 9
The molecule C4H8N4 at a distorted geometry, computed with wB97M-V/def2-TZVPD.

Element x y z (Å)
C 1.32 -1.25 -0.63
C 1.24 0.05 0.06
C 2.37 0.97 0.41
C -3.19 -0.14 0.16
N 0.10 0.94 -0.42
N -1.04 0.70 -0.29
N 0.82 -1.06 0.71
N -1.78 -0.06 0.30
H 0.62 -1.48 -1.42
H 2.29 -1.74 -0.73
H 3.19 0.39 0.83
H 2.04 1.71 1.14
H 2.71 1.49 -0.49
H -3.62 -0.34 1.14
H -3.60 0.80 -0.23
H -3.46 -0.96 -0.52

As for the spin multiplicity: 1. The HOMO energy (alpha / beta) comes out at -8.49 / -8.48 eV. Its HOMO-LUMO gap (alpha / beta) is 7.222 / 7.214 eV. Its energy above the lowest of the compared OMol25 structures with the same formula, charge and spin is 146.8 kcal/mol.

Record 10
C19H43F13N8O20P2SSi2 as an isolated structure at a distorted geometry, computed with wB97M-V/def2-TZVPD.

Element x y z (Å)
C -5.66 -2.66 -2.45
C -5.89 -1.14 -2.28
C -4.84 -0.26 -2.98
O -4.30 0.74 -2.11
Si -3.09 0.30 -1.07
O -3.63 0.64 0.47
Si -3.61 -0.39 1.77
C -3.36 -2.22 1.37
C -1.91 -2.73 1.52
C -1.54 -3.90 0.64
F -1.87 -3.57 -0.65
F -0.20 -4.12 0.66
C -2.24 -5.28 0.86
F -1.94 -6.03 -0.23
F -3.58 -5.11 0.88
C -1.83 -6.23 2.05
F -0.55 -6.57 1.90
F -2.58 -7.35 1.84
C -2.19 -5.78 3.53
F -3.08 -4.78 3.47
F -2.77 -6.81 4.14
S -0.73 -5.26 4.67
F -1.45 -5.86 5.95
F -0.06 -6.67 4.39
F 0.01 -4.62 3.42
F -1.39 -3.85 4.98
F 0.51 -4.87 5.57
C -5.33 -0.22 2.55
O -5.62 -1.27 3.48
N -6.49 -2.21 2.90
O -6.54 -3.18 3.54
P -2.28 0.47 3.43
O -1.48 -0.84 4.03
O -1.10 1.35 2.67
P -1.27 1.41 -1.66
C -0.88 0.51 -3.24
C 0.00 0.74 -0.46
H -6.59 -3.17 -2.72
H -4.92 -2.86 -3.23
H -5.30 -3.12 -1.54
H -5.95 -0.88 -1.23
H -6.87 -0.91 -2.70
H -5.29 0.28 -3.81
H -4.05 -0.89 -3.39
H -2.88 -1.15 -1.28
H -3.75 -2.49 0.39
H -3.98 -2.75 2.08
H -1.20 -1.94 1.22
H -1.71 -2.91 2.57
H -6.07 -0.20 1.74
H -5.38 0.73 3.07
H -0.72 -1.12 3.49
H -0.26 1.25 3.14
H -0.91 1.22 -4.06
H 0.13 0.11 -3.16
H -1.55 -0.33 -3.43
H 0.72 0.13 -1.00
H 0.49 1.58 0.01
H -0.48 0.10 0.28
C 2.01 4.66 2.13
N 2.00 3.21 2.43
O 2.76 2.79 3.28
O 1.25 2.51 1.78
H 2.76 5.12 2.75
H 2.26 4.76 1.08
H 1.02 5.06 2.33
C 5.93 2.72 0.05
N 4.96 3.84 -0.04
O 3.78 3.56 0.00
O 5.39 4.96 -0.18
H 5.37 1.80 0.17
H 6.47 2.73 -0.89
H 6.58 2.90 0.90
C 4.24 1.53 -3.78
N 5.71 1.32 -3.70
O 6.22 0.49 -4.42
O 6.32 2.00 -2.90
H 3.84 0.86 -4.52
H 3.84 1.33 -2.79
H 4.07 2.57 -4.04
C 3.42 -0.76 3.81
N 3.76 -0.76 2.36
O 4.80 -0.23 2.02
O 2.97 -1.29 1.62
H 4.21 -0.25 4.35
H 2.47 -0.23 3.91
H 3.32 -1.79 4.13
C 4.07 -2.72 -6.33
N 3.10 -1.78 -5.71
O 2.24 -2.24 -4.98
O 3.23 -0.61 -5.97
H 3.84 -3.72 -6.00
H 3.98 -2.61 -7.40
H 5.06 -2.41 -6.00
C 2.84 8.08 -0.26
N 1.47 8.08 0.33
O 1.27 7.36 1.29
O 0.64 8.78 -0.20
H 3.46 7.40 0.31
H 2.75 7.76 -1.29
H 3.20 9.10 -0.21
C 0.71 4.72 -1.85
N 1.80 4.08 -2.63
O 1.63 2.94 -3.00
O 2.79 4.74 -2.85
H -0.10 4.00 -1.74
H 1.13 5.00 -0.89
H 0.40 5.60 -2.40

As for the spin multiplicity: 1. The HOMO energy comes out at -8.16 eV. Its HOMO-LUMO gap is 8.123 eV.

Record 11
C30H22LuN5O2S2 as an isolated structure at a distorted geometry, computed with wB97M-V/def2-TZVPD.

Element x y z (Å)
Lu 10.75 12.72 7.78
C 15.06 11.58 6.59
C 13.71 11.59 6.89
N 12.97 12.70 6.90
C 13.51 13.85 6.37
C 14.83 13.91 5.84
C 15.62 12.74 6.02
C 15.34 15.15 5.27
C 14.51 16.25 5.27
C 13.16 16.13 5.88
C 12.66 14.98 6.42
N 11.46 14.71 7.05
C 10.68 15.68 7.63
C 11.12 17.00 7.85
C 10.24 17.96 8.40
C 8.91 17.73 8.69
C 8.43 16.36 8.49
C 7.10 16.02 8.79
C 6.72 14.69 8.60
C 7.65 13.69 8.20
N 8.89 14.04 7.84
C 9.33 15.38 7.96
H 15.69 10.62 6.57
H 13.18 10.80 7.46
H 16.67 12.73 5.82
H 16.32 15.22 4.90
H 14.73 17.19 4.78
H 12.65 17.07 5.83
H 12.19 17.31 7.73
H 10.65 18.96 8.53
H 8.29 18.53 9.04
H 6.60 16.86 9.23
H 5.72 14.29 8.93
H 7.36 12.63 8.04
C 11.45 9.41 10.01
C 10.65 9.17 8.74
C 10.40 7.94 8.23
C 9.74 7.83 7.02
N 9.38 8.91 6.33
C 9.66 10.11 6.90
S 9.37 11.58 6.04
N 10.30 10.28 8.03
H 12.34 9.95 9.78
H 11.71 8.40 10.39
H 10.85 9.98 10.74
H 10.58 7.04 8.72
H 9.49 6.90 6.59
O 17.04 12.57 12.32
C 16.49 13.04 11.19
O 17.12 13.78 10.47
C 15.05 12.79 10.93
C 14.28 11.85 11.58
C 12.88 11.90 11.44
C 12.25 12.82 10.56
S 10.49 12.96 10.52
C 13.12 13.66 9.83
C 14.47 13.64 9.92
H 16.51 11.92 12.72
H 14.75 11.10 12.24
H 12.20 11.24 11.91
H 12.64 14.31 9.07
H 15.08 14.29 9.29

As for the spin multiplicity: 1. The HOMO energy comes out at -7.36 eV. Its HOMO-LUMO gap is 6.822 eV. Its energy above the lowest of the compared OMol25 structures with the same formula, charge and spin is 16.5 kcal/mol.

Record 12
The molecule C3H9NO2, computed with wB97M-V/def2-TZVPD.

Element x y z (Å)
C -0.48 -1.32 0.06
N -0.34 0.07 -0.32
C -1.56 0.83 -0.10
O 0.69 0.68 0.48
C 1.90 0.75 -0.20
O 2.66 -0.42 -0.11
H 0.47 -1.82 -0.10
H -0.79 -1.45 1.11
H -1.23 -1.77 -0.59
H -1.36 1.87 -0.36
H -2.32 0.43 -0.76
H -1.91 0.79 0.94
H 1.74 0.93 -1.27
H 2.44 1.60 0.25
H 2.79 -0.63 0.82

As for the spin multiplicity: 1. The HOMO energy comes out at -9.02 eV. Its HOMO-LUMO gap is 10.028 eV. As for the SMILES: CN(C)OCO. Its energy above the lowest of the compared OMol25 structures with the same formula, charge and spin is 67.9 kcal/mol.

Record 13
A 2-piece molecular cluster, C9H22B2O3 overall, computed with wB97M-V/def2-TZVPD.

Element x y z (Å)
C 3.35 -1.20 -0.51
C 3.91 0.03 -1.21
C 3.11 1.29 -0.93
C 1.80 1.30 -1.71
C 0.98 2.55 -1.47
C 0.25 2.55 -0.12
B -1.12 1.81 -0.08
B -1.86 0.95 -1.34
O -1.87 1.35 -2.64
O -2.55 -0.24 -1.02
H 2.34 -1.40 -0.86
H 3.96 -2.07 -0.70
H 3.32 -1.04 0.56
H 3.87 -0.15 -2.28
H 4.96 0.16 -0.95
H 3.69 2.14 -1.26
H 2.92 1.40 0.13
H 2.08 1.30 -2.76
H 1.24 0.38 -1.55
H 0.29 2.74 -2.27
H 1.68 3.38 -1.47
H 0.88 2.21 0.69
H 0.02 3.59 0.14
H -1.73 1.86 0.95
H -2.56 0.84 -3.11
H -3.51 -0.06 -1.02
C -2.34 -2.02 1.67
C -2.45 -2.61 3.06
C -3.81 -3.10 3.49
O -1.49 -2.68 3.79
H -1.32 -1.70 1.49
H -2.62 -2.76 0.93
H -3.00 -1.15 1.58
H -4.15 -3.89 2.81
H -4.53 -2.28 3.47
H -3.75 -3.50 4.50

As for the spin multiplicity: 1. The HOMO energy comes out at -9.47 eV. Its HOMO-LUMO gap is 9.503 eV. As for the SMILES: CCCCCCBB(O)O.CC(C)=O.

Values of DFT total energy, in order: -873.6006 -1077.9940 -2338.3729 -455.0434 -265.2996 -683.5330 -5360.7264 -2252.9600 -376.0145 -5650.1114 -3612.7536 -324.8644 -631.5894, all in hartree.